--- w ---
Formula: CH4ClNOP2
Source: OMol25
Level of theory: ωB97M-V/def2-TZVPD

```
! wB97M-V def2-TZVPD RIJCOSX def2/J DEFGRID3
* xyz 0 1
C 0.98 -1.51 -0.14
P 1.27 0.13 -0.82
N 0.09 1.14 -0.21
O 0.05 2.40 -0.41
P -1.35 0.47 0.70
Cl -2.80 1.52 -0.30
H 0.13 -2.08 -0.72
H 1.05 -1.68 0.89
H 1.84 -1.98 -0.52
H -1.24 1.59 1.54
*
```

LUMO (alpha / beta): -0.9 / -0.8 eV
Gap between HOMO and LUMO (alpha / beta): 8.1 / 7.7 eV
SMILES string: C/P=[N+](/[O-])PCl

Atomic partial charges in e from the Löwdin method, atoms 1 to 6:
1 C -0.446
2 P 0.906
3 N -0.845
4 O -0.261
5 P 0.537
6 Cl 0.148

---

--- x ---
Formula: CH4ClNOP2
Source: OMol25
Level of theory: ωB97M-V/def2-TZVPD

```
! wB97M-V def2-TZVPD RIJCOSX def2/J DEFGRID3
* xyz 0 1
C 1.66 -0.42 0.12
P 0.08 -0.77 -0.81
Cl -0.77 -2.26 0.28
P -0.74 0.95 0.32
N -2.39 0.51 0.22
O -3.16 1.25 -0.29
H 2.54 -0.85 -0.32
H 1.67 -0.94 0.98
H 1.77 0.67 0.14
H -0.65 1.87 -0.64
*
```

LUMO (alpha / beta): -0.5 / -0.5 eV
Gap between HOMO and LUMO (alpha / beta): 8.2 / 8.2 eV
SMILES string: CP(Cl)#[PH]N=O

Atomic partial charges in e from the Löwdin method, atoms 1 to 6:
1 C -0.443
2 P 0.299
3 Cl 0.137
4 P 0.663
5 N -0.433
6 O -0.106

---

Stability comparison, relative energies in kcal/mol: w 0.0; x 3.3

---

--- w ---
Formula: C42H31Cl2NO5P2PtS2
Source: OMol25
Level of theory: ωB97M-V/def2-TZVPD

```
! wB97M-V def2-TZVPD RIJCOSX def2/J DEFGRID3
* xyz 0 5
Pt -0.97 -1.59 -0.48
O -3.10 1.50 2.29
S -1.98 1.01 1.44
C -0.54 0.96 2.55
C -0.79 1.56 3.78
C 0.17 1.55 4.78
C 1.38 0.92 4.54
C 1.62 0.32 3.32
C 0.67 0.31 2.29
P 1.33 -0.47 0.69
C 2.14 -1.89 1.48
C 1.33 -2.87 2.03
C 1.90 -3.96 2.67
C 3.28 -4.08 2.76
C 4.09 -3.09 2.21
C 3.52 -2.00 1.57
C 2.51 0.87 0.30
C 3.64 0.69 -0.49
C 4.51 1.74 -0.74
C 4.23 3.01 -0.24
C 3.08 3.22 0.50
C 2.23 2.16 0.78
C -1.55 2.47 0.46
C -1.70 3.71 1.08
C -1.62 4.86 0.32
C -1.42 4.78 -1.05
C -1.28 3.54 -1.66
C -1.32 2.37 -0.90
P -1.05 0.76 -1.73
C 0.36 1.11 -2.81
C 1.30 2.09 -2.49
C 2.41 2.29 -3.30
C 2.59 1.52 -4.43
C 1.67 0.53 -4.76
C 0.56 0.33 -3.95
C -2.48 0.61 -2.83
C -3.57 -0.13 -2.37
C -4.72 -0.23 -3.13
C -4.79 0.41 -4.36
C -3.71 1.14 -4.82
C -2.56 1.25 -4.06
H -1.76 2.00 3.94
H -0.04 2.02 5.73
H 2.15 0.90 5.31
H 2.58 -0.15 3.17
H 0.26 -2.79 1.97
H 1.27 -4.73 3.09
H 3.73 -4.93 3.25
H 5.17 -3.17 2.27
H 4.16 -1.23 1.16
H 3.84 -0.28 -0.93
H 5.39 1.57 -1.34
H 4.91 3.83 -0.45
H 2.84 4.20 0.88
H 1.35 2.35 1.37
H -1.93 3.74 2.13
H -1.73 5.83 0.80
H -1.39 5.68 -1.65
H -1.12 3.49 -2.73
H 1.18 2.70 -1.61
H 3.12 3.06 -3.03
H 3.46 1.67 -5.06
H 1.81 -0.09 -5.63
H -0.14 -0.45 -4.21
H -3.51 -0.64 -1.41
H -5.56 -0.81 -2.76
H -5.69 0.32 -4.96
H -3.76 1.63 -5.79
H -1.72 1.81 -4.44
O 0.97 -3.47 -0.91
S 1.31 -2.42 -1.86
O 2.08 -2.78 -3.01
O 1.98 -1.26 -1.13
O -0.05 -1.82 -2.30
Cl -2.41 -1.48 3.90
C -2.80 -2.95 3.10
C -3.37 -3.99 3.80
C -3.66 -5.18 3.15
C -3.37 -5.34 1.80
C -2.80 -4.31 1.09
Cl -2.43 -4.54 -0.58
C -2.49 -3.07 1.71
N -1.94 -2.05 1.06
H -3.59 -3.86 4.85
H -4.12 -6.00 3.70
H -3.59 -6.27 1.29
*
```

LUMO (alpha / beta): 0.2 / -2.2 eV
Gap between HOMO and LUMO (alpha / beta): 7.7 / 6.3 eV
<S²>: 6.0654

Atomic partial charges in e from the Löwdin method, atoms 1 to 6:
1 Pt 0.941
2 O -0.511
3 S 0.898
4 C -0.390
5 C -0.113
6 C -0.063

---

--- x ---
Formula: C42H31Cl2NO5P2PtS2
Source: OMol25
Level of theory: ωB97M-V/def2-TZVPD

```
! wB97M-V def2-TZVPD RIJCOSX def2/J DEFGRID3
* xyz 0 5
Pt 0.96 -0.15 -0.99
O -2.06 1.70 1.63
S -1.09 0.57 1.54
C 0.33 1.18 2.49
C 0.32 1.11 3.88
C 1.22 1.84 4.63
C 2.11 2.70 3.99
C 2.13 2.76 2.61
C 1.28 1.96 1.84
P 1.50 1.99 0.02
C 0.82 3.62 -0.44
C -0.50 3.90 -0.10
C -1.07 5.11 -0.45
C -0.33 6.06 -1.13
C 0.99 5.80 -1.46
C 1.57 4.58 -1.12
C 3.26 2.07 -0.41
C 3.51 2.07 -1.78
C 4.81 2.09 -2.27
C 5.88 2.08 -1.38
C 5.64 2.04 -0.02
C 4.34 2.03 0.47
C -1.79 -0.72 2.58
C -2.70 -0.33 3.56
C -3.40 -1.29 4.27
C -3.21 -2.64 3.97
C -2.34 -3.01 2.96
C -1.62 -2.06 2.25
P -0.59 -2.53 0.84
C -0.26 -4.30 0.99
C -0.83 -5.22 0.11
C -0.56 -6.58 0.26
C 0.25 -7.03 1.29
C 0.81 -6.11 2.17
C 0.56 -4.76 2.03
C -1.67 -2.31 -0.60
C -2.89 -1.63 -0.53
C -3.55 -1.25 -1.69
C -3.01 -1.54 -2.93
C -1.79 -2.20 -3.02
C -1.11 -2.57 -1.87
H -0.41 0.48 4.38
H 1.21 1.77 5.71
H 2.79 3.31 4.57
H 2.82 3.43 2.12
H -1.10 3.16 0.44
H -2.10 5.31 -0.18
H -0.78 7.01 -1.40
H 1.58 6.54 -1.99
H 2.60 4.40 -1.37
H 2.69 2.05 -2.48
H 4.98 2.10 -3.34
H 6.90 2.08 -1.75
H 6.47 1.99 0.68
H 4.18 1.93 1.53
H -2.87 0.73 3.72
H -4.09 -0.99 5.04
H -3.77 -3.39 4.51
H -2.23 -4.06 2.71
H -1.48 -4.89 -0.68
H -1.00 -7.28 -0.44
H 0.46 -8.08 1.40
H 1.45 -6.45 2.97
H 1.02 -4.05 2.70
H -3.33 -1.39 0.43
H -4.49 -0.72 -1.62
H -3.52 -1.23 -3.83
H -1.34 -2.41 -3.98
H -0.13 -3.03 -1.93
O 3.20 -2.82 1.47
S 2.28 -1.87 0.93
O 2.71 -0.47 0.93
O 1.82 -2.20 -0.47
O 0.96 -1.89 1.78
Cl 0.77 -0.31 -4.83
C -0.76 0.43 -4.54
C -1.60 0.72 -5.59
C -2.83 1.31 -5.35
C -3.24 1.60 -4.05
C -2.40 1.32 -3.00
Cl -2.89 1.64 -1.38
C -1.13 0.72 -3.20
N -0.35 0.43 -2.17
H -1.28 0.48 -6.60
H -3.49 1.53 -6.18
H -4.20 2.05 -3.86
*
```

LUMO (alpha / beta): 0.3 / -1.4 eV
Gap between HOMO and LUMO (alpha / beta): 6.7 / 7.1 eV
<S²>: 6.0676

Atomic partial charges in e from the Löwdin method, atoms 1 to 6:
1 Pt 0.919
2 O -0.524
3 S 0.928
4 C -0.328
5 C -0.049
6 C -0.052

---

Stability comparison, relative energies in kcal/mol: w 2.8; x 0.0

---

--- w ---
Formula: C3H5NS
Source: OMol25
Level of theory: ωB97M-V/def2-TZVPD

```
! wB97M-V def2-TZVPD RIJCOSX def2/J DEFGRID3
* xyz 0 1
C -0.15 1.36 -0.11
C 0.92 0.67 -0.08
C 1.63 -0.41 -0.01
N -1.16 -1.26 0.04
S -1.69 0.21 -0.11
H -0.33 2.41 -0.14
H 1.94 -0.84 0.93
H 2.04 -0.89 -0.90
H -1.33 -1.76 -0.83
H -1.88 0.51 1.22
*
```

LUMO: 0.7 eV
Gap between HOMO and LUMO: 9.6 eV

Atomic partial charges in e from the Löwdin method, atoms 1 to 6:
1 C -0.292
2 C -0.239
3 C 0.008
4 N -0.438
5 S 0.833
6 H 0.050

---

--- x ---
Formula: C3H5NS
Source: OMol25
Level of theory: ωB97M-V/def2-TZVPD

```
! wB97M-V def2-TZVPD RIJCOSX def2/J DEFGRID3
* xyz 0 1
S 1.73 0.76 -2.07
C 1.17 0.36 -0.69
C -0.26 0.16 -0.43
C -0.91 -0.01 0.89
N -0.68 -1.17 0.06
H 1.92 0.26 0.12
H -0.82 0.71 -1.25
H -0.33 0.13 1.83
H -1.91 0.41 1.04
H 0.09 -1.61 0.51
*
```

LUMO: -0.1 eV
Gap between HOMO and LUMO: 8.7 eV
SMILES string: S=C[C@@H]1CN1

Atomic partial charges in e from the Löwdin method, atoms 1 to 6:
1 S 0.761
2 C -0.727
3 C -0.406
4 C -0.173
5 N 0.044
6 H 0.064

---

Stability comparison, relative energies in kcal/mol: w 41.8; x 0.0

---

--- w ---
Formula: C3H5NS
Source: OMol25
Level of theory: ωB97M-V/def2-TZVPD

```
! wB97M-V def2-TZVPD RIJCOSX def2/J DEFGRID3
* xyz 0 1
S -1.83 -0.01 -0.07
C -0.17 -0.05 0.15
C 0.84 1.04 0.15
N 1.85 0.02 -0.47
C 0.99 -1.09 0.21
H 0.63 2.07 -0.30
H 1.08 1.63 0.99
H 2.58 0.25 0.00
H 1.44 -1.33 1.19
H 0.52 -2.06 -0.54
*
```

LUMO: -0.4 eV
Gap between HOMO and LUMO: 8.4 eV
SMILES string: S=C1CNC1

Atomic partial charges in e from the Löwdin method, atoms 1 to 6:
1 S 0.637
2 C -0.765
3 C -0.229
4 N 0.012
5 C -0.159
6 H 0.128

---

--- x ---
Formula: C3H5NS
Source: OMol25
Level of theory: ωB97M-V/def2-TZVPD

```
! wB97M-V def2-TZVPD RIJCOSX def2/J DEFGRID3
* xyz 0 1
C 0.15 -1.01 0.75
C -0.34 0.07 -0.11
S -0.46 1.70 0.80
C 0.03 0.36 -1.54
N 0.42 0.53 -2.65
H -0.35 -0.81 1.72
H 1.35 -1.23 0.78
H -0.23 -2.13 0.37
H -1.46 -0.01 -0.38
H 0.89 2.53 0.24
*
```

LUMO: 0.1 eV
Gap between HOMO and LUMO: 9.9 eV
SMILES string: C[C@@H](S)C#N

Atomic partial charges in e from the Löwdin method, atoms 1 to 6:
1 C -0.190
2 C -0.783
3 S 0.626
4 C -0.268
5 N 0.128
6 H 0.059

---

Stability comparison, relative energies in kcal/mol: w 30.1; x 0.0

---

--- w ---
Formula: C3H5NS
Source: OMol25
Level of theory: ωB97M-V/def2-TZVPD

```
! wB97M-V def2-TZVPD RIJCOSX def2/J DEFGRID3
* xyz 0 1
C 0.14 1.87 -1.48
C -0.54 1.01 -0.68
C 0.09 -0.17 0.10
N 1.38 0.10 0.38
S -0.65 -1.45 0.79
H -0.44 2.69 -1.96
H 1.24 1.95 -1.70
H -1.60 0.95 -0.71
H 1.81 -0.37 1.14
H 1.49 1.09 0.25
*
```

LUMO: -0.2 eV
Gap between HOMO and LUMO: 8.4 eV
SMILES string: C=CC(N)=S

Atomic partial charges in e from the Löwdin method, atoms 1 to 6:
1 C 0.013
2 C -0.154
3 C -0.910
4 N 0.049
5 S 0.631
6 H 0.065

---

--- x ---
Formula: C3H5NS
Source: OMol25
Level of theory: ωB97M-V/def2-TZVPD

```
! wB97M-V def2-TZVPD RIJCOSX def2/J DEFGRID3
* xyz 0 1
S -3.06 0.08 0.11
C -1.43 -0.01 0.02
C -0.10 -0.21 0.62
C 1.09 -0.42 -0.08
N 0.82 0.93 0.26
H -0.83 0.07 -1.13
H -0.24 -0.35 1.75
H 2.22 -0.77 0.23
H 1.18 -0.66 -1.22
H 0.35 1.36 -0.55
*
```

LUMO: -0.6 eV
Gap between HOMO and LUMO: 8.3 eV
SMILES string: S=C[C@H]1CN1

Atomic partial charges in e from the Löwdin method, atoms 1 to 6:
1 S 0.654
2 C -0.664
3 C -0.427
4 C -0.253
5 N 0.027
6 H 0.120

---

--- y ---
Formula: C3H5NS
Source: OMol25
Level of theory: ωB97M-V/def2-TZVPD

```
! wB97M-V def2-TZVPD RIJCOSX def2/J DEFGRID3
* xyz 0 1
C 0.26 1.32 0.23
C -0.81 0.66 0.08
C -1.65 -0.32 0.05
N 1.66 -1.25 0.07
S 1.93 0.33 0.01
H 0.60 2.35 0.09
H -2.12 -0.85 -0.76
H -2.13 -0.65 0.97
H 1.72 -1.74 1.05
H 1.88 0.55 -1.28
*
```

LUMO (alpha / beta): 0.6 / 0.6 eV
Gap between HOMO and LUMO (alpha / beta): 8.9 / 8.9 eV

Atomic partial charges in e from the Löwdin method, atoms 1 to 6:
1 C -0.281
2 C -0.232
3 C 0.017
4 N -0.482
5 S 0.819
6 H 0.055

---

Stability comparison, relative energies in kcal/mol: w 0.0; x 71.7; y 83.8